[1]
C8H13BrIN2O3P2S | wB97M-V/def2-TZVPD

The geometry in ORCA input format:
```
! wB97M-V def2-TZVPD RIJCOSX def2/J DEFGRID3
* xyz 1 1
O -3.9777 5.0458 -1.5332
P -3.4290 3.7312 -2.1526
C -2.4809 2.8579 -0.7471
C -1.0247 3.3584 -0.4177
I -0.0121 4.9346 -1.4927
C -0.4032 2.5903 0.7744
C -1.1737 1.4796 1.5147
P -0.3768 0.6026 2.9974
S -1.7941 -0.2868 3.9870
N -2.4625 1.1252 1.0768
N -2.9639 1.7973 0.0711
Br -4.7224 1.2303 -0.3916
H -2.5139 4.1256 -3.2069
H -4.5224 2.9684 -2.6630
H 0.6394 2.8613 1.1538
H 0.1686 1.6168 3.8768
H 0.6971 -0.2687 2.5894
O 1.5441 -2.1241 2.2388
C 1.6825 -2.5351 1.1064
O 2.8762 -2.9912 0.7000
C 3.1002 -3.6784 -0.5417
C 3.3380 -2.6993 -1.6723
C 0.5561 -2.4559 0.1144
H 2.2887 -4.3787 -0.7550
H 3.9976 -4.2839 -0.3964
H 2.4669 -2.0626 -1.8433
H 3.5653 -3.2296 -2.5994
H 4.1727 -2.0359 -1.4329
H 0.5486 -1.4639 -0.3416
H -0.3834 -2.6139 0.6474
H 0.5987 -3.2173 -0.6613
*
```

Output
E_HOMO: -11.565 eV

Löwdin population analysis, charges in e, atoms 1 to 2:
1 O -0.461
2 P 0.701

[2]
C18H23BrF6MnN3P | wB97M-V/def2-TZVPD

The geometry in ORCA input format:
```
! wB97M-V def2-TZVPD RIJCOSX def2/J DEFGRID3
* xyz 2 6
Mn 0.1122 0.2036 0.1401
N 3.2623 0.3851 -1.6534
C 3.5520 0.9658 -0.4999
C 4.6306 0.4670 0.2954
C 4.9733 1.1139 1.4451
C 4.2622 2.2604 1.8418
C 3.1800 2.7420 1.0853
C 2.7920 2.1100 -0.0641
C 1.6383 2.5795 -0.8763
C 1.7687 3.7225 -1.6642
C 0.7115 4.1612 -2.4489
C -0.4840 3.4619 -2.4635
C -0.6355 2.3264 -1.6740
C 0.4209 1.8952 -0.8910
H 3.7468 -0.4471 -1.9622
H 2.5126 0.7350 -2.2369
H 5.1688 -0.4100 -0.0412
H 5.7934 0.7537 2.0500
H 4.5431 2.7743 2.7512
H 2.6303 3.6095 1.4257
H 2.7076 4.2627 -1.6631
H 0.8269 5.0500 -3.0539
H -1.3036 3.7988 -3.0839
H -1.5744 1.7875 -1.6832
C -4.6997 -1.7601 1.0164
C -3.2237 -1.5522 0.6049
N -2.9622 -0.1428 0.2795
C -3.7810 0.2484 -0.8733
C -5.2815 -0.0159 -0.6105
N -5.4119 -0.4530 0.8176
C -4.8390 0.5909 1.7325
C -3.3260 0.6950 1.4307
H -4.8099 -2.0303 2.0649
H -5.2084 -2.5046 0.4072
H -2.9728 -2.1638 -0.2601
H -2.5709 -1.8524 1.4200
H -3.4521 -0.3109 -1.7483
H -3.6252 1.3088 -1.0670
H -5.6856 -0.8143 -1.2299
H -5.8952 0.8734 -0.7396
H -6.3996 -0.5771 1.0363
H -5.0440 0.2745 2.7532
H -5.3763 1.5174 1.5383
H -2.7403 0.3777 2.2895
H -3.0548 1.7276 1.2177
F 0.2332 -0.9495 -1.5440
P 0.7113 -2.4382 -0.7419
F -0.4369 -1.9255 0.3903
F -0.4093 -3.1768 -1.5391
F 1.7176 -1.4023 0.1053
F 1.1261 -3.6443 0.1359
F 1.8167 -2.6195 -1.8360
Br -0.0226 1.3066 2.1675
*
```

Output
E_HOMO (spin up / spin down): -14.932 / -15.067 eV
ΔE to the lowest compared entry with this formula, charge and spin: 0.0 kcal per mole

Löwdin population analysis, charges in e, atoms 1 to 2:
1 Mn 0.627
2 N 0.276

[3]
C12H16F3IrN5OTe | wB97M-V/def2-TZVPD

The geometry in ORCA input format:
```
! wB97M-V def2-TZVPD RIJCOSX def2/J DEFGRID3
* xyz 1 1
Ir 1.4486 -0.1523 -0.1370
N 0.5857 -0.5916 5.0519
N 0.7608 0.0519 3.8466
N 0.5871 1.3455 3.7142
C 0.7561 1.5085 2.4123
N 1.0095 0.3342 1.8217
N 1.0056 -0.5987 2.7599
H 0.6791 0.1055 5.7829
H 1.2943 -1.3121 5.1415
H 0.7177 2.4528 1.9020
Te 2.5988 -2.0568 -1.1423
C 0.5159 -2.4747 -1.0906
C -0.2429 -2.6233 -2.2592
C -1.6166 -2.7164 -2.1765
C -2.2659 -2.6184 -0.9412
C -1.5268 -2.4651 0.2112
C -0.1263 -2.4052 0.1501
H 0.2449 -2.6781 -3.2240
H -2.1964 -2.8601 -3.0792
H -3.3443 -2.6886 -0.8915
H -2.0177 -2.4251 1.1758
H 0.4444 -2.4229 1.0675
F 3.4040 1.4295 -1.4306
C 2.9899 1.1298 -0.1801
F 2.6719 2.3285 0.3873
F 4.0741 0.6909 0.4866
C -1.0865 2.1620 -2.4213
C -1.8353 1.0476 -1.6875
C -1.3277 1.2200 -0.2767
O 0.1005 1.4817 -0.4503
C 0.2739 2.1979 -1.7301
H -1.6065 3.1121 -2.3030
H -0.9812 1.9658 -3.4860
H -1.5542 0.0632 -2.0633
H -2.9173 1.1493 -1.7525
H -1.4288 0.3473 0.3638
H -1.7589 2.0971 0.2102
H 1.0490 1.6696 -2.2791
H 0.6218 3.1985 -1.4835
*
```

Output
E_HOMO (spin up / spin down): -11.707 / -11.706 eV
ΔE to the lowest compared entry with this formula, charge and spin: 0.0 kcal per mole

Löwdin population analysis, charges in e, atoms 1 to 2:
1 Ir 0.942
2 N 0.160

[4]
C40H76B2F8N8O4 | wB97M-V/def2-TZVPD

The geometry in ORCA input format:
```
! wB97M-V def2-TZVPD RIJCOSX def2/J DEFGRID3
* xyz 6 1
C -0.6318 7.5708 -4.7557
N -1.5344 6.5094 -4.1961
C -2.8333 6.7941 -4.0011
C -3.6064 5.9249 -3.2757
C -3.0944 4.6945 -2.8974
C -1.7793 4.3741 -3.2115
C -1.0219 5.3337 -3.8440
C -3.9235 3.7519 -2.0955
C -3.9877 2.3842 -2.3181
C -4.7960 1.5540 -1.5653
N -5.3894 2.0937 -0.4858
C -5.3508 3.4061 -0.2450
C -4.6221 4.2597 -0.9974
C -6.0618 1.1851 0.5021
H -0.2247 8.1520 -3.9318
H -1.1953 8.2411 -5.3994
H 0.1113 7.0698 -5.3660
H -3.1550 7.8009 -4.2336
H -4.6291 6.2009 -3.0506
H -1.3411 3.4277 -2.9294
H 0.0528 5.2405 -3.9282
H -3.5223 1.9274 -3.1841
H -4.9512 0.5152 -1.7937
H -6.0102 3.7473 0.5460
H -4.6412 5.3178 -0.7783
H -5.4632 1.2543 1.4040
H -6.1592 0.1857 0.1018
H -7.0733 1.5713 0.6365
C -4.8084 -0.7450 4.1340
N -4.2402 -1.7133 3.1235
C -5.0563 -2.4001 2.2988
C -4.5194 -3.1254 1.2478
C -3.1527 -3.3101 1.1437
C -2.3325 -2.5056 1.9579
C -2.9113 -1.7330 2.9404
C -2.6423 -4.2270 0.0886
C -2.0614 -5.4365 0.4680
C -1.7130 -6.3518 -0.5024
N -1.6970 -6.0182 -1.7947
C -2.2326 -4.8422 -2.1817
C -2.6972 -3.9219 -1.2638
C -1.2113 -6.9960 -2.8200
H -5.8905 -0.8286 4.1520
H -4.4788 0.2582 3.9037
H -4.4749 -1.1185 5.1028
H -6.0961 -2.4668 2.5916
H -5.2898 -3.6656 0.7053
H -1.2566 -2.4820 1.8527
H -2.2663 -1.2302 3.6498
H -2.0360 -5.7220 1.5101
H -1.3274 -7.3229 -0.2172
H -2.2009 -4.6092 -3.2369
H -3.2243 -3.0343 -1.5820
H -1.2543 -7.9857 -2.3723
H -0.2216 -6.7537 -3.1866
H -1.9572 -7.0282 -3.6124
C 3.6663 -2.9382 -0.0438
C 3.4250 -2.1207 1.1777
C 4.6980 -1.8232 1.9875
O 4.5462 -0.9066 3.0081
C 5.7717 -0.2397 3.3469
N 2.7957 -0.7847 0.6943
H 3.1874 -0.4603 -0.1956
H 1.7773 -0.6834 0.6595
H 3.0979 -0.0028 1.3355
H 4.0819 -3.9235 0.1815
H 4.2927 -2.5141 -0.8336
H 2.7499 -3.1893 -0.5992
H 2.7266 -2.5695 1.8862
H 5.5260 -1.6261 1.2801
H 5.1280 -2.7482 2.4177
H 6.1052 0.4114 2.5450
H 6.5329 -0.9272 3.7181
H 5.5156 0.4248 4.1616
C 4.8492 -4.1125 7.4667
C 3.5053 -3.5304 7.1062
C 3.5265 -2.6081 5.9059
O 2.2455 -2.0165 5.6809
C 2.3962 -0.6246 5.3060
N 2.5489 -4.6634 6.8102
H 2.2192 -5.1139 7.6742
H 1.7368 -4.2543 6.3377
H 3.0207 -5.3994 6.2732
H 5.6517 -3.4045 7.6670
H 5.2559 -4.7197 6.6462
H 4.7583 -4.7496 8.3485
H 3.0998 -3.0232 7.9814
H 3.7902 -3.1563 4.9860
H 4.3404 -1.8969 6.0613
H 1.5154 -0.0458 5.5578
H 2.5827 -0.5673 4.2308
H 3.3140 -0.2252 5.7365
C -1.5572 5.4884 0.8399
C -0.7635 4.3668 0.1789
C 0.5403 4.8030 -0.4301
O 0.9550 3.8636 -1.3898
C 2.2512 4.1536 -1.8940
N -0.5957 3.2353 1.1274
H -1.3467 3.0023 1.7835
H -0.4706 2.4049 0.5350
H 0.1945 3.4577 1.7813
H -2.5142 5.1037 1.2123
H -1.7825 6.3720 0.2520
H -1.0272 5.7865 1.7528
H -1.4574 4.0228 -0.5963
H 1.3153 4.8879 0.3416
H 0.3634 5.7806 -0.8939
H 2.5684 5.1571 -1.5979
H 2.2696 4.2203 -2.9904
H 2.9619 3.4031 -1.5649
C 0.6353 -1.0149 -3.9480
C 1.6257 -0.9125 -5.0898
C 2.7102 -1.9410 -5.2868
O 3.4771 -1.4917 -6.3794
C 3.5921 -2.3827 -7.4943
N 0.8251 -0.8435 -6.4237
H 0.7030 -1.8163 -6.7441
H -0.0949 -0.4194 -6.3369
H 1.4084 -0.4613 -7.1824
H -0.1588 -0.2675 -3.9263
H 1.1423 -0.7446 -3.0115
H 0.2938 -2.0285 -3.7384
H 2.1176 0.0580 -5.1221
H 2.4898 -3.0092 -5.3671
H 3.3277 -1.8251 -4.3810
H 2.6763 -2.9807 -7.6515
H 4.4296 -3.0621 -7.3717
H 3.6381 -1.7895 -8.4052
B 2.6890 2.9021 2.1465
F 3.0474 3.6023 0.9870
F 2.2150 1.5452 1.8758
F 3.7935 2.6096 2.9389
F 1.6880 3.6497 2.8315
B -1.2190 0.1177 -0.0967
F -2.6462 0.1684 -0.0279
F -0.8271 -1.1120 -0.7249
F -0.7759 1.1601 -0.9767
F -0.6041 0.3400 1.1477
*
```

Output
E_HOMO: -20.708 eV

Löwdin population analysis, charges in e, atoms 1 to 2:
1 C 0.077
2 N -0.056

Number 4 is which compound? C40H76B2F8N8O4

Repeat the second record exactly.
C18H23BrF6MnN3P | wB97M-V/def2-TZVPD

The geometry in ORCA input format:
```
! wB97M-V def2-TZVPD RIJCOSX def2/J DEFGRID3
* xyz 2 6
Mn 0.1122 0.2036 0.1401
N 3.2623 0.3851 -1.6534
C 3.5520 0.9658 -0.4999
C 4.6306 0.4670 0.2954
C 4.9733 1.1139 1.4451
C 4.2622 2.2604 1.8418
C 3.1800 2.7420 1.0853
C 2.7920 2.1100 -0.0641
C 1.6383 2.5795 -0.8763
C 1.7687 3.7225 -1.6642
C 0.7115 4.1612 -2.4489
C -0.4840 3.4619 -2.4635
C -0.6355 2.3264 -1.6740
C 0.4209 1.8952 -0.8910
H 3.7468 -0.4471 -1.9622
H 2.5126 0.7350 -2.2369
H 5.1688 -0.4100 -0.0412
H 5.7934 0.7537 2.0500
H 4.5431 2.7743 2.7512
H 2.6303 3.6095 1.4257
H 2.7076 4.2627 -1.6631
H 0.8269 5.0500 -3.0539
H -1.3036 3.7988 -3.0839
H -1.5744 1.7875 -1.6832
C -4.6997 -1.7601 1.0164
C -3.2237 -1.5522 0.6049
N -2.9622 -0.1428 0.2795
C -3.7810 0.2484 -0.8733
C -5.2815 -0.0159 -0.6105
N -5.4119 -0.4530 0.8176
C -4.8390 0.5909 1.7325
C -3.3260 0.6950 1.4307
H -4.8099 -2.0303 2.0649
H -5.2084 -2.5046 0.4072
H -2.9728 -2.1638 -0.2601
H -2.5709 -1.8524 1.4200
H -3.4521 -0.3109 -1.7483
H -3.6252 1.3088 -1.0670
H -5.6856 -0.8143 -1.2299
H -5.8952 0.8734 -0.7396
H -6.3996 -0.5771 1.0363
H -5.0440 0.2745 2.7532
H -5.3763 1.5174 1.5383
H -2.7403 0.3777 2.2895
H -3.0548 1.7276 1.2177
F 0.2332 -0.9495 -1.5440
P 0.7113 -2.4382 -0.7419
F -0.4369 -1.9255 0.3903
F -0.4093 -3.1768 -1.5391
F 1.7176 -1.4023 0.1053
F 1.1261 -3.6443 0.1359
F 1.8167 -2.6195 -1.8360
Br -0.0226 1.3066 2.1675
*
```

Output
E_HOMO (spin up / spin down): -14.932 / -15.067 eV
ΔE to the lowest compared entry with this formula, charge and spin: 0.0 kcal per mole

Löwdin population analysis, charges in e, atoms 1 to 2:
1 Mn 0.627
2 N 0.276